No. 1
# C42H42N10SSe2Sn

A molecular structure, C42H42N10SSe2Sn (the ωB97M-V functional and the def2-TZVPD basis, the Open Molecules 2025 dataset).

Output
E_LUMO = 0.116 eV
largest force on an atom = 0.016 Eh/bohr
orbital gap = 6.139 eV
E_tot = -7588.58482 a.u.
net charge = 0
ΔE to the lowest compared entry with this formula, charge and spin = 13.74 kcal per mole
2S+1 = 1

Element x y z (Å)
Sn  -0.21689  -0.74079  0.27422
C  -0.72565  -4.95798  2.73711
C  -0.76484  -4.04647  1.67046
N  0.05367  -3.02679  1.58103
C  0.98856  -2.82912  2.53018
C  1.08989  -3.67743  3.66569
C  0.19073  -4.76413  3.73643
C  2.03105  -3.38340  4.67387
C  2.80504  -2.25753  4.55548
C  2.75617  -1.44153  3.41810
C  1.90947  -1.72893  2.34886
N  1.83226  -1.08176  1.15827
C  2.89979  -0.55803  0.46099
C  4.23714  -0.55705  0.84641
C  5.25185  -0.12701  -0.01430
C  4.96514  0.24868  -1.30267
C  3.64315  0.16920  -1.76366
C  3.28730  0.40961  -3.13788
C  2.06587  0.10862  -3.59505
C  1.00694  -0.43372  -2.66673
N  1.29912  -0.23426  -1.28614
C  2.60324  -0.18215  -0.88706
H  -1.41668  -5.79036  2.76447
H  -1.48350  -4.15152  0.86358
H  0.22655  -5.42597  4.59391
H  2.10798  -4.02589  5.54192
H  3.48154  -1.98923  5.35812
H  3.36629  -0.55096  3.38625
H  4.52450  -0.94070  1.81247
H  6.27495  -0.11719  0.33956
H  5.74717  0.56359  -1.98379
H  4.04088  0.81359  -3.80531
H  1.76974  0.31224  -4.61877
H  -0.58957  -0.20564  -3.98440
C  0.82104  -4.83890  -4.28447
C  1.94059  -4.03426  -3.62774
N  1.68450  -2.60212  -3.58363
C  0.83555  -1.98639  -2.77336
S  -0.25068  -2.78933  -1.80695
N  -0.26741  0.20603  -3.11285
N  -1.18738  0.68400  -2.28622
C  -2.38239  0.90670  -2.71092
C  -2.87711  0.46580  -4.06159
C  -3.27986  1.70536  -1.85336
C  -4.51739  2.16194  -2.31916
C  -5.29891  2.95986  -1.50262
C  -4.82691  3.31155  -0.24972
C  -3.58266  2.82606  0.12694
N  -2.84145  2.03944  -0.63584
H  1.06881  -5.89900  -4.23496
H  0.69864  -4.55524  -5.33024
H  -0.11416  -4.67279  -3.75876
H  2.86948  -4.17750  -4.17914
H  2.07599  -4.38224  -2.60012
H  2.30588  -1.98603  -4.09476
H  -2.28862  -0.36996  -4.44005
H  -2.82076  1.27625  -4.79241
H  -3.91044  0.12992  -3.99192
H  -4.86074  1.91368  -3.31310
H  -6.26494  3.31337  -1.83912
H  -5.39625  3.94948  0.41210
H  -3.15499  3.08232  1.09091
C  -4.49707  -3.64702  0.82319
Se  -3.96047  -1.78211  0.58715
C  -4.28084  -1.24508  2.44569
C  -3.20326  -1.67850  3.42205
Se  -1.68972  -0.43110  3.59964
C  -0.93044  -1.36789  5.12578
H  -5.56041  -3.69686  1.04608
H  -3.91853  -4.09387  1.62911
H  -4.28739  -4.16304  -0.11064
H  -5.23683  -1.69517  2.71677
H  -4.39863  -0.16308  2.43420
H  -2.77475  -2.64173  3.14318
H  -3.62326  -1.75724  4.42708
H  -0.84204  -2.42212  4.88506
H  -1.56188  -1.22751  6.00066
H  0.05959  -0.95554  5.30503
N  2.16668  9.47446  -2.70454
C  1.97172  8.50152  -2.12424
C  1.73173  7.28961  -1.40801
C  1.39203  7.32202  -0.05697
C  1.15722  6.14562  0.62722
C  1.26854  4.91757  -0.02004
C  1.62571  4.88621  -1.36740
C  1.84686  6.06031  -2.05676
N  1.01029  3.71828  0.66700
C  0.91860  3.53646  2.03551
C  0.61149  2.22544  2.22405
N  0.50300  1.60358  1.00848
C  0.74809  2.50508  0.10288
H  1.30387  8.27245  0.45028
H  0.87629  6.19344  1.66906
H  1.74440  3.94128  -1.87822
H  2.11295  6.03252  -3.10405
H  1.10057  4.32047  2.74629
H  0.45675  1.68718  3.14365
H  0.72290  2.29639  -0.95279

Forces on atoms 1 to 6 (eV/Å):
Sn 0.484 0.147 -0.037
C -0.001 -0.108 0.169
C 0.058 0.171 -0.060
N -0.019 -0.202 -0.220
C 0.171 -0.249 0.457
C -0.118 0.159 -0.280

***

No. 2
# C42H42N2O6

2 unconnected molecules or ions with the total composition C42H42N2O6 at a distorted geometry (the ωB97M-V functional and the def2-TZVPD basis, the Open Molecules 2025 dataset).

Output
E_LUMO = -3.109 eV
largest force on an atom = 0.050 Eh/bohr
orbital gap = 2.075 eV
E_tot = -2186.52674 a.u.
net charge = 0
2S+1 = 1

Element x y z (Å)
C  -11.08870  -3.78300  1.68880
O  -10.37350  -2.56056  1.97806
C  -9.21522  -2.34186  1.29803
C  -8.53343  -1.13111  1.57521
C  -7.36306  -0.84152  0.90365
C  -6.86029  -1.72333  -0.06016
C  -5.54886  -1.40407  -0.76753
C  -4.38806  -1.92573  -0.03718
C  -4.02874  -3.31073  -0.19481
O  -4.55839  -4.07978  -0.97842
O  -2.99558  -3.77153  0.59689
C  -2.77613  -3.06106  1.83055
C  -3.91712  -3.30323  2.81085
C  -1.44009  -3.55989  2.39705
O  -2.61134  -1.65664  1.55220
C  -3.63580  -1.06183  0.83292
O  -3.83655  0.13157  0.96768
C  -7.49939  -2.93947  -0.29619
C  -8.68410  -3.25527  0.35478
H  -11.97241  -3.73992  2.32574
H  -11.38194  -3.82780  0.62973
H  -10.47838  -4.66287  1.93891
H  -8.95029  -0.44892  2.31176
H  -6.79857  0.06692  1.12179
H  -5.54854  -1.88458  -1.75507
H  -5.42711  -0.31693  -0.81221
H  -4.88032  -2.96012  2.41126
H  -3.97529  -4.37599  3.03037
H  -3.70101  -2.77579  3.74709
H  -0.64165  -3.39194  1.67081
H  -1.19553  -3.02069  3.31577
H  -1.49882  -4.62863  2.61654
H  -7.04299  -3.65339  -0.98428
H  -9.18974  -4.19891  0.13977
C  5.14222  2.63266  2.64195
N  5.06882  1.62087  1.61397
C  5.85305  0.49685  1.65113
O  6.71874  0.25740  2.49073
C  5.42270  -0.40135  0.49610
C  4.91624  -1.74155  1.01809
C  3.77709  -1.53516  1.98796
C  4.02854  -1.37331  3.35507
C  2.97601  -1.15081  4.24202
C  1.66195  -1.08551  3.76352
C  1.40343  -1.26334  2.39948
C  2.46247  -1.50097  1.52009
N  4.39365  0.39938  -0.16521
C  3.68633  -0.02097  -1.23283
C  2.63326  0.70578  -1.78003
C  1.85901  0.26854  -2.85294
C  0.80209  1.02461  -3.45631
C  0.01029  0.45707  -4.49469
C  -1.02744  1.17049  -5.08209
C  -1.31091  2.48088  -4.66063
C  -0.54226  3.06363  -3.64316
C  0.49955  2.35547  -3.04952
C  4.10606  1.67462  0.52368
C  4.28946  2.88068  -0.34489
C  5.44824  3.09998  -0.99419
C  5.68706  4.21065  -1.89579
C  6.97868  4.40244  -2.44001
C  7.22694  5.44005  -3.33261
C  6.18865  6.31444  -3.69551
C  4.90632  6.14344  -3.15439
C  4.65283  5.10294  -2.26034
H  5.91756  2.34793  3.36023
H  5.38737  3.61049  2.21050
H  4.17952  2.71529  3.16517
H  6.29065  -0.52590  -0.17601
H  4.61467  -2.36744  0.17024
H  5.76513  -2.21006  1.53252
H  5.06060  -1.40986  3.71372
H  3.18789  -1.01829  5.30512
H  0.83685  -0.89646  4.45192
H  0.38370  -1.21479  2.00871
H  2.27337  -1.65406  0.45485
H  3.98032  -0.98673  -1.65607
H  2.41066  1.67590  -1.33243
H  2.07993  -0.71411  -3.27648
H  0.23785  -0.56091  -4.81557
H  -1.62463  0.71256  -5.87315
H  -2.12357  3.04423  -5.12146
H  -0.75483  4.08059  -3.30802
H  1.09250  2.82434  -2.26310
H  3.07932  1.66639  0.93621
H  3.43334  3.55426  -0.40958
H  6.28247  2.40603  -0.84375
H  7.76923  3.71117  -2.14112
H  8.22758  5.56936  -3.74939
H  6.38050  7.12636  -4.39803
H  4.09608  6.82042  -3.43122
H  3.65385  4.96198  -1.84287

Forces on atoms 1 to 6 (eV/Å):
C 0.511 0.782 0.176
O -0.775 -0.779 0.017
C 0.952 -0.010 -0.729
C -0.616 -0.831 -0.044
C 0.104 -0.189 -0.298
C 0.511 -0.048 -0.174

***

> What is the 2S+1 in the first record?

1